DFT (the ωB97M-V functional and the def2-TZVPD basis) results for a structure of composition C35H64MnNO5S4Si4Te2 in a non-equilibrium geometry.

Values from the calculation:
* DFT total energy: -169818.988 eV
* net charge: -1
* multiplicity: 2
* <S²>: 0.9246
* HOMO (spin up / spin down): -3.736 / -3.792 eV

The geometry in XYZ format:
```
116
Properties=species:S:1:pos:R:3:lowdin_charge:R:1
Mn 0.83 -0.89 0.67 0.137
C 0.88 3.96 -0.43 -0.535
C 2.38 3.74 -0.58 -0.484
S 2.80 1.95 -0.56 0.899
C 4.13 1.88 0.68 -0.520
C 3.80 2.40 2.07 -0.503
S 2.39 1.49 2.81 0.855
C 1.32 2.85 3.43 -0.545
C 0.84 3.87 2.42 -0.501
S 0.08 3.07 0.95 0.802
H 0.36 3.55 -1.29 0.042
H 0.66 5.02 -0.33 0.074
H 2.95 4.23 0.21 0.058
H 2.70 4.13 -1.55 0.060
H 5.01 2.40 0.28 0.074
H 4.36 0.82 0.74 0.059
H 3.56 3.46 2.08 0.052
H 4.67 2.24 2.72 0.069
H 1.83 3.34 4.26 0.075
H 0.47 2.28 3.81 0.031
H 1.65 4.51 2.07 0.060
H 0.08 4.49 2.89 0.062
C 3.51 -2.73 0.00 0.003
C 2.65 -1.50 0.14 -0.746
O 2.54 -0.96 1.30 -0.172
N 2.05 -0.93 -0.84 -0.166
Te 1.27 -2.06 -2.51 1.871
C 1.66 -2.96 -4.54 -0.283
C 0.78 -2.60 -5.55 -0.298
C -0.37 -1.67 -5.28 -0.073
C 0.92 -3.15 -6.82 -0.019
C 1.92 -4.06 -7.11 -0.277
C 2.06 -4.62 -8.49 -0.058
C 2.76 -4.46 -6.08 -0.024
C 2.62 -3.93 -4.80 -0.319
C 3.50 -4.46 -3.70 -0.065
C 1.85 -0.12 -3.35 -0.308
C 3.13 0.07 -3.89 -0.290
C 4.13 -1.03 -3.86 -0.066
C 3.49 1.31 -4.41 -0.020
C 2.61 2.38 -4.39 -0.284
C 2.97 3.70 -5.01 -0.052
C 1.38 2.20 -3.78 -0.045
C 0.99 0.98 -3.25 -0.328
C -0.31 0.89 -2.51 -0.061
H 3.98 -2.96 0.96 0.091
H 4.28 -2.56 -0.76 0.078
H 2.87 -3.56 -0.30 0.072
H -0.87 -1.97 -4.36 0.063
H -1.09 -1.70 -6.10 0.078
H -0.02 -0.65 -5.16 0.073
H 0.21 -2.86 -7.60 0.111
H 1.30 -4.21 -9.15 0.069
H 1.96 -5.71 -8.48 0.077
H 3.04 -4.38 -8.91 0.077
H 3.53 -5.20 -6.27 0.116
H 3.78 -5.49 -3.91 0.079
H 2.97 -4.43 -2.75 0.051
H 4.42 -3.88 -3.61 0.075
H 3.91 -1.67 -3.00 0.022
H 5.15 -0.65 -3.78 0.085
H 4.05 -1.64 -4.76 0.083
H 4.47 1.43 -4.84 0.114
H 3.97 3.67 -5.44 0.070
H 2.92 4.50 -4.28 0.070
H 2.26 3.93 -5.81 0.079
H 0.71 3.05 -3.71 0.116
H -0.97 1.72 -2.77 0.086
H -0.11 0.94 -1.42 0.061
H -0.82 -0.05 -2.68 0.054
O -0.11 -3.84 -1.02 -0.440
S -0.43 -2.91 0.05 0.156
O -0.58 -1.52 -0.55 -0.617
O 0.69 -2.88 1.03 -0.374
O -1.66 -3.19 0.75 -0.374
C -4.36 -1.55 6.41 -0.215
Si -2.87 -1.53 5.16 0.408
C -2.94 -3.24 4.28 -0.209
C -1.28 -1.44 6.24 -0.228
Si -2.68 0.26 3.55 0.041
Te -0.93 -0.54 2.04 0.913
Si -4.73 0.13 2.27 0.412
C -4.77 1.42 0.84 -0.215
C -6.34 0.47 3.28 -0.218
C -4.95 -1.61 1.50 -0.204
Si -2.87 2.34 4.73 0.420
C -4.42 2.46 5.87 -0.211
C -3.05 3.80 3.48 -0.221
C -1.49 2.87 5.98 -0.209
H -4.27 -2.35 7.14 0.018
H -5.29 -1.69 5.88 0.002
H -4.42 -0.62 6.95 -0.007
H -2.46 -4.03 4.84 0.022
H -2.44 -3.15 3.32 -0.008
H -3.96 -3.55 4.09 0.015
H -1.11 -2.31 6.86 0.016
H -1.30 -0.57 6.89 0.002
H -0.43 -1.34 5.57 0.008
H -4.85 2.43 1.21 0.001
H -5.60 1.26 0.15 0.018
H -3.85 1.35 0.27 0.014
H -6.41 1.52 3.55 -0.003
H -6.34 -0.10 4.20 0.000
H -7.24 0.22 2.73 0.019
H -3.97 -2.01 1.23 0.001
H -5.56 -1.61 0.60 0.022
H -5.39 -2.30 2.20 0.014
H -5.32 2.20 5.33 -0.010
H -4.56 3.45 6.29 0.024
H -4.34 1.77 6.70 0.004
H -4.07 3.89 3.15 0.008
H -2.44 3.60 2.61 -0.017
H -2.76 4.76 3.89 0.019
H -1.25 2.05 6.65 0.007
H -1.79 3.71 6.59 0.021
H -0.57 3.15 5.48 -0.013
```

=====

DFT (the ωB97M-V functional and the def2-TZVPD basis) results for a cluster of 11 separate species, C35H64O43S10 in total in a non-equilibrium geometry.

Values from the calculation:
* DFT total energy: -233718.229 eV
* SMILES string: CCCCCCCCCCC1=C(C)C(=O)OC1=O.O=S1(=O)OCCO1.O=S1(=O)OCCO1.O=S1(=O)OCCO1.O=S1(=O)OCCO1.O=S1(=O)OCCO1.O=S1(=O)OCCO1.O=S1(=O)OCCO1.O=S1(=O)OCCO1.O=S1(=O)OCCO1.O=S1(=O)OCCO1
* HOMO: -9.591 eV

The geometry in XYZ format:
```
152
Properties=species:S:1:pos:R:3:lowdin_charge:R:1
C -0.67 2.59 -2.27 -0.096
C 0.47 2.38 -1.24 -0.228
C 1.11 0.98 -1.23 -0.207
C 0.18 -0.21 -1.42 -0.205
C -0.52 -0.73 -0.15 -0.167
C -1.78 0.06 0.34 -0.178
C -1.74 0.51 1.81 -0.187
C -0.67 1.52 2.24 -0.180
C -0.64 1.50 3.80 -0.183
C 0.45 2.41 4.39 -0.099
C 0.08 3.86 4.16 -0.092
C 0.67 4.83 3.49 -0.123
C 1.94 4.80 2.76 0.001
C -0.25 6.02 3.61 -0.423
O -0.20 6.96 2.90 0.182
O -1.15 5.77 4.58 0.155
C -1.20 4.38 4.74 -0.378
O -2.10 3.82 5.25 0.197
H -0.51 3.56 -2.74 0.062
H -1.62 2.68 -1.76 0.046
H -0.69 1.85 -3.06 0.063
H 1.27 3.07 -1.53 0.094
H 0.12 2.72 -0.28 0.080
H 1.95 0.96 -1.92 0.108
H 1.53 0.83 -0.22 0.065
H 0.82 -1.02 -1.77 0.091
H -0.59 -0.09 -2.19 0.099
H -0.90 -1.72 -0.43 0.092
H 0.21 -0.89 0.64 0.104
H -2.60 -0.63 0.24 0.072
H -1.99 0.89 -0.32 0.080
H -2.68 1.00 2.05 0.089
H -1.64 -0.36 2.47 0.110
H 0.33 1.25 1.89 0.104
H -0.95 2.53 1.96 0.110
H -0.46 0.46 4.05 0.111
H -1.61 1.84 4.12 0.101
H 0.40 2.28 5.47 0.124
H 1.44 2.17 4.03 0.118
H 1.85 4.24 1.84 0.086
H 2.16 5.83 2.48 0.088
H 2.77 4.45 3.36 0.095
C 5.81 -0.22 -0.68 -0.156
C 6.41 -0.18 0.70 -0.145
O 5.48 0.60 1.47 -0.178
S 4.00 0.35 0.92 0.571
O 3.38 -0.61 1.74 -0.215
O 3.41 1.61 0.65 -0.231
O 4.39 -0.34 -0.46 -0.236
H 5.99 0.71 -1.23 0.111
H 6.17 -1.06 -1.27 0.127
H 7.40 0.28 0.72 0.110
H 6.47 -1.18 1.14 0.133
C -6.12 2.92 1.68 -0.152
C -7.12 2.06 0.94 -0.190
O -6.40 1.60 -0.23 -0.177
S -4.86 1.42 0.14 0.596
O -4.64 0.05 0.44 -0.221
O -4.08 2.13 -0.81 -0.213
O -4.87 2.23 1.52 -0.191
H -6.03 3.91 1.24 0.136
H -6.37 3.01 2.74 0.135
H -8.00 2.61 0.65 0.100
H -7.41 1.19 1.52 0.106
C -5.72 -3.62 0.59 -0.171
C -6.89 -4.34 1.23 -0.162
O -7.86 -3.31 1.47 -0.181
S -7.75 -2.20 0.31 0.611
O -8.73 -2.46 -0.67 -0.210
O -7.61 -0.94 0.93 -0.211
O -6.33 -2.64 -0.27 -0.175
H -5.12 -3.09 1.33 0.133
H -5.09 -4.28 0.01 0.127
H -6.62 -4.83 2.16 0.128
H -7.33 -5.07 0.55 0.135
C 2.75 -5.33 -0.86 -0.157
C 2.05 -4.42 -1.85 -0.157
O 2.65 -3.14 -1.65 -0.176
S 4.18 -3.32 -1.23 0.617
O 5.00 -3.17 -2.38 -0.209
O 4.41 -2.57 -0.06 -0.210
O 4.11 -4.88 -0.87 -0.177
H 2.35 -5.19 0.15 0.132
H 2.69 -6.37 -1.14 0.135
H 0.98 -4.37 -1.69 0.139
H 2.24 -4.73 -2.88 0.092
C 9.10 4.33 -2.03 -0.169
C 8.15 4.25 -0.86 -0.148
O 7.56 2.94 -0.96 -0.190
S 8.63 1.92 -1.58 0.588
O 9.24 1.22 -0.51 -0.221
O 8.02 1.26 -2.67 -0.214
O 9.67 3.01 -2.13 -0.175
H 8.56 4.54 -2.96 0.128
H 9.87 5.06 -1.88 0.091
H 7.38 5.02 -0.89 0.139
H 8.68 4.31 0.09 0.139
C -3.36 -6.55 3.67 -0.149
C -1.98 -5.95 3.87 -0.150
O -1.41 -5.91 2.56 -0.178
S -2.57 -5.67 1.48 0.592
O -2.61 -4.29 1.16 -0.202
O -2.47 -6.68 0.49 -0.226
O -3.82 -6.00 2.43 -0.197
H -3.30 -7.64 3.56 0.134
H -4.04 -6.31 4.48 0.139
H -1.36 -6.54 4.54 0.140
H -2.05 -4.93 4.25 0.138
C -11.95 4.94 1.41 -0.159
C -10.72 5.51 0.74 -0.160
O -9.70 5.42 1.74 -0.181
S -9.96 4.14 2.67 0.624
O -9.14 3.07 2.20 -0.228
O -9.95 4.55 4.02 -0.197
O -11.47 3.85 2.21 -0.177
H -12.42 5.67 2.07 0.135
H -12.69 4.58 0.69 0.137
H -10.85 6.53 0.42 0.137
H -10.41 4.89 -0.11 0.135
C 3.29 -2.66 -7.58 -0.162
C 4.58 -2.43 -6.82 -0.158
O 4.40 -3.14 -5.59 -0.184
S 3.50 -4.43 -5.85 0.608
O 4.33 -5.56 -6.01 -0.205
O 2.42 -4.42 -4.92 -0.224
O 2.94 -4.01 -7.29 -0.183
H 2.50 -2.01 -7.21 0.135
H 3.41 -2.51 -8.65 0.135
H 4.77 -1.38 -6.62 0.139
H 5.44 -2.86 -7.34 0.135
C 9.61 10.09 -3.23 -0.156
C 8.67 10.01 -2.05 -0.158
O 8.10 8.69 -2.14 -0.180
S 9.18 7.69 -2.76 0.607
O 9.82 7.02 -1.69 -0.223
O 8.58 7.00 -3.84 -0.197
O 10.20 8.78 -3.32 -0.177
H 9.07 10.29 -4.16 0.136
H 10.38 10.84 -3.10 0.138
H 7.89 10.76 -2.08 0.138
H 9.21 10.08 -1.11 0.136
C -3.65 -10.34 -0.25 -0.158
C -2.39 -9.89 0.45 -0.161
O -2.40 -10.60 1.70 -0.194
S -3.09 -12.03 1.49 0.596
O -2.07 -13.01 1.31 -0.213
O -4.10 -12.18 2.46 -0.218
O -3.76 -11.74 0.07 -0.186
H -4.53 -9.83 0.14 0.134
H -3.60 -10.21 -1.33 0.137
H -2.37 -8.82 0.62 0.093
H -1.49 -10.19 -0.11 0.138
```

=====

DFT (the ωB97M-V functional and the def2-TZVPD basis) results for a structure of composition C35H66BiN3O2Si4 in a non-equilibrium geometry.

Values from the calculation:
* DFT total energy: -83277.732 eV
* HOMO (spin up / spin down): -4.597 / -4.577 eV
* ΔE to the lowest compared entry with this formula, charge and spin: 129.7 kJ/mol

The geometry in XYZ format:
```
111
Properties=species:S:1:pos:R:3:lowdin_charge:R:1
Bi -15.86 -0.62 12.98 1.598
C -13.98 -6.51 8.28 -0.087
C -15.37 -6.66 8.47 -0.197
C -15.93 -5.47 7.87 -0.153
C -14.82 -4.62 7.50 -0.056
C -13.62 -5.29 7.77 -0.283
C -12.23 -4.83 7.44 -0.574
C -12.22 -3.66 6.52 -0.093
C -11.52 -4.40 8.81 -0.063
C -11.46 -5.97 6.77 -0.069
C -17.36 -4.94 7.74 -0.580
C -18.30 -6.07 7.28 -0.061
C -17.80 -4.16 8.94 -0.062
C -17.34 -4.02 6.53 -0.107
C -16.04 -7.77 9.21 -0.510
C -16.57 -8.82 8.14 -0.040
C -17.14 -7.30 10.19 -0.059
C -14.89 -8.48 10.00 -0.090
H -13.22 -7.24 8.58 0.088
H -14.93 -3.69 6.94 0.070
H -12.44 -2.71 7.11 0.097
H -12.96 -3.73 5.70 0.085
H -11.25 -3.54 6.04 0.066
H -12.07 -3.56 9.32 0.063
H -10.45 -4.12 8.67 0.068
H -11.60 -5.24 9.59 0.084
H -12.05 -6.34 5.94 0.083
H -11.23 -6.81 7.45 0.079
H -10.51 -5.59 6.35 0.074
H -18.41 -6.86 8.04 0.038
H -17.93 -6.58 6.38 0.087
H -19.35 -5.66 7.10 0.099
H -17.86 -4.79 9.82 0.048
H -18.79 -3.71 8.75 0.077
H -17.08 -3.35 9.12 0.081
H -16.93 -4.59 5.64 0.107
H -16.64 -3.14 6.65 0.072
H -18.36 -3.70 6.25 0.076
H -17.64 -8.88 8.02 0.056
H -16.25 -9.80 8.43 0.048
H -16.11 -8.49 7.17 0.100
H -17.94 -6.86 9.64 0.014
H -16.67 -6.47 10.80 0.089
H -17.55 -8.15 10.82 0.094
H -14.23 -9.01 9.33 0.063
H -15.32 -9.28 10.67 0.078
H -14.29 -7.78 10.61 0.081
N -15.19 1.23 11.09 -0.089
C -16.24 1.50 10.08 -0.232
C -17.53 2.04 10.77 -0.083
C -17.98 1.01 11.83 -0.658
O -18.83 0.16 11.69 0.064
O -17.28 1.13 12.98 -0.342
H -15.21 2.03 11.73 0.041
H -14.23 1.24 10.75 0.083
H -16.44 0.57 9.51 0.129
H -15.86 2.22 9.34 0.120
H -18.26 2.16 9.95 0.127
H -17.30 3.03 11.18 0.116
N -19.53 -6.71 15.96 0.184
C -18.92 -5.76 15.61 -0.140
C -18.26 -4.62 15.01 -0.212
C -19.04 -3.47 14.77 0.031
C -18.45 -2.50 13.97 -0.117
N -17.22 -2.62 13.44 -0.116
C -16.45 -3.69 13.91 -0.120
C -16.92 -4.71 14.71 -0.003
H -20.10 -3.38 15.10 0.149
H -18.98 -1.61 13.73 0.101
H -15.41 -3.77 13.62 0.075
H -16.25 -5.52 15.05 0.149
C -14.25 -3.03 16.09 -0.202
Si -13.21 -1.95 14.88 0.319
C -13.01 -2.89 13.23 -0.222
C -11.45 -1.93 15.66 -0.219
Si -13.85 0.32 14.76 0.336
Si -12.28 1.71 13.72 0.340
C -13.04 3.17 12.68 -0.213
C -11.16 2.38 15.10 -0.231
C -11.27 0.61 12.59 -0.214
Si -15.37 1.29 16.37 0.366
C -15.53 3.14 16.28 -0.212
C -14.22 0.96 17.91 -0.250
C -17.06 0.44 16.59 -0.212
H -14.34 -4.05 15.65 0.028
H -15.27 -2.65 16.17 0.012
H -13.75 -3.12 17.03 0.019
H -13.43 -3.88 13.31 0.015
H -11.91 -2.95 13.04 0.052
H -13.50 -2.38 12.38 0.003
H -10.99 -2.92 15.61 0.033
H -11.58 -1.68 16.72 0.023
H -10.82 -1.17 15.19 0.003
H -14.03 3.56 13.07 0.037
H -13.11 2.93 11.60 0.015
H -12.28 3.96 12.71 0.025
H -10.59 1.62 15.69 0.040
H -11.73 3.08 15.77 0.038
H -10.37 3.03 14.59 0.055
H -10.88 -0.13 13.28 0.003
H -10.40 1.16 12.18 0.053
H -11.79 0.12 11.80 0.016
H -14.69 3.64 15.73 0.033
H -15.59 3.64 17.23 0.033
H -16.38 3.39 15.71 0.009
H -13.23 1.40 17.71 0.017
H -14.11 -0.14 17.93 0.001
H -14.64 1.23 18.92 0.048
H -17.79 0.91 15.90 0.031
H -17.43 0.55 17.63 0.045
H -16.94 -0.62 16.30 -0.004
```

=====

DFT (the ωB97M-V functional and the def2-TZVPD basis) results for a cluster of 4 separate species, C35H67BN5O10S in total in a non-equilibrium geometry.

Values from the calculation:
* DFT total energy: -76816.208 eV
* net charge: +1
* HOMO: -10.909 eV
* ΔE to the lowest compared entry with this formula, charge and spin: 0.0 kJ/mol

The geometry in XYZ format:
```
119
Properties=species:S:1:pos:R:3:lowdin_charge:R:1
C -3.44 4.00 -5.67 -0.102
C -4.52 3.48 -4.71 -0.252
C -3.94 3.27 -3.31 -0.222
C -4.61 2.17 -2.46 -0.194
C -4.77 0.80 -3.15 -0.198
C -3.53 0.28 -3.89 -0.161
C -2.50 -0.38 -2.95 -0.123
N -1.63 0.65 -2.39 0.164
C -0.49 0.45 -1.78 -0.264
N -0.08 -0.86 -1.62 -0.011
C 0.57 -1.47 -2.79 -0.017
B 1.90 -0.80 -3.37 -0.674
O 3.03 -1.55 -3.58 0.174
O 1.95 0.51 -3.75 0.165
C 0.57 -1.17 -0.33 -0.161
C 1.21 0.00 0.41 -0.483
S 2.98 0.12 -0.09 0.855
C 0.46 1.33 0.22 -0.402
C -0.94 1.31 0.96 -0.107
N -1.29 0.03 1.57 -0.076
C -2.55 -0.55 1.09 -0.088
N 1.26 2.46 0.68 -0.024
C 1.74 2.39 2.06 -0.201
C 2.38 3.76 2.45 -0.163
C 1.84 4.32 3.78 -0.241
C 0.82 5.47 3.60 -0.100
N 0.26 1.48 -1.26 0.067
C -0.10 2.84 -1.69 -0.131
C 1.11 3.75 -1.94 -0.147
C 1.49 3.88 -3.43 -0.160
C 3.00 3.95 -3.67 -0.167
O 3.68 4.67 -2.62 -0.037
C 3.67 6.01 -2.78 -0.351
O 4.44 6.73 -2.21 0.112
H -3.85 4.16 -6.67 0.074
H -3.01 4.93 -5.29 0.075
H -2.63 3.27 -5.73 0.063
H -5.32 4.22 -4.67 0.113
H -4.96 2.57 -5.12 0.097
H -2.86 3.08 -3.38 0.070
H -4.06 4.20 -2.75 0.118
H -5.61 2.52 -2.20 0.117
H -4.04 2.07 -1.53 0.096
H -5.58 0.88 -3.87 0.107
H -5.11 0.08 -2.41 0.113
H -3.04 1.07 -4.46 0.106
H -3.84 -0.48 -4.61 0.121
H -1.93 -1.11 -3.51 0.102
H -3.04 -0.88 -2.15 0.122
H -1.97 1.60 -2.49 0.099
H 0.81 -2.50 -2.50 0.114
H -0.13 -1.58 -3.63 0.106
H 3.01 -2.38 -3.09 0.104
H 2.88 0.74 -3.91 0.109
H 1.36 -1.89 -0.54 0.094
H -0.12 -1.70 0.32 0.085
H 1.23 -0.27 1.46 0.104
H 2.96 1.22 -0.86 -0.123
H -1.73 1.62 0.28 0.108
H -0.92 2.08 1.74 0.124
H -1.35 0.17 2.57 0.070
H -3.41 -0.28 1.71 0.088
H -2.75 -0.22 0.07 0.051
H -2.47 -1.64 1.08 0.065
H 0.70 3.30 0.64 0.108
H 0.93 2.19 2.78 0.100
H 2.50 1.62 2.19 0.087
H 3.45 3.60 2.56 0.108
H 2.27 4.47 1.64 0.101
H 2.65 4.71 4.40 0.102
H 1.39 3.52 4.36 0.095
H 0.87 6.20 4.40 0.067
H 1.01 5.97 2.65 0.062
H -0.21 5.09 3.56 0.065
H -0.66 2.81 -2.62 0.103
H -0.76 3.33 -0.96 0.130
H 1.96 3.46 -1.32 0.096
H 0.81 4.74 -1.60 0.122
H 1.04 3.08 -4.02 0.105
H 1.06 4.80 -3.82 0.111
H 3.47 2.97 -3.69 0.114
H 3.23 4.43 -4.62 0.126
H 2.88 6.42 -3.43 0.150
O -0.66 -3.58 1.46 0.112
C -0.33 -4.55 0.84 -0.477
O 0.80 -4.58 0.09 0.012
C 0.89 -5.84 -0.62 -0.135
C 0.02 -6.80 0.18 -0.142
C -1.06 -5.87 0.73 -0.062
H 0.52 -5.68 -1.63 0.127
H 1.94 -6.13 -0.66 0.130
H -0.36 -7.62 -0.43 0.126
H 0.60 -7.23 1.00 0.060
H -1.89 -5.75 0.04 0.139
H -1.43 -6.18 1.71 0.106
O -0.79 0.43 4.52 0.084
C 0.08 -0.33 4.85 -0.481
O 1.35 0.07 5.05 0.024
C 2.21 -1.07 5.29 -0.129
C 1.27 -2.17 5.78 -0.135
C -0.02 -1.83 5.03 -0.061
H 2.70 -1.33 4.35 0.127
H 2.96 -0.79 6.02 0.128
H 1.65 -3.17 5.59 0.079
H 1.11 -2.07 6.85 0.127
H -0.05 -2.29 4.04 0.121
H -0.92 -2.09 5.58 0.131
O 2.86 -5.08 5.50 0.127
C 2.17 -5.73 4.78 -0.471
O 0.85 -5.48 4.62 0.029
C 0.25 -6.48 3.77 -0.128
C 1.40 -7.06 2.97 -0.156
C 2.57 -6.94 3.95 -0.050
H -0.23 -7.22 4.41 0.139
H -0.51 -6.00 3.16 0.091
H 1.21 -8.08 2.63 0.125
H 1.59 -6.44 2.09 0.097
H 2.64 -7.80 4.61 0.138
H 3.52 -6.76 3.47 0.130
```